This record from the OMol25 dataset describes a structure of composition C14H23OV. The level of theory is ωB97M-V with the def2-TZVPD basis set.

Each line ends with the Mulliken charge.
CARTESIAN COORDINATES (ANGSTROEM)
C (0.223, 2.333, -0.597)  0.469
H (1.832, -3.383, -0.374)  0.387
H (1.173, -1.439, 1.052)  -0.284
H (-1.787, -0.570, 1.971)  0.265
H (-0.185, 3.892, 2.017)  0.372
C (0.779, -3.256, -0.094)  -0.090
H (-1.234, 0.850, 2.879)  0.301
H (2.005, 3.473, -0.287)  0.324
H (-2.837, 0.845, 2.119)  0.376
C (-0.421, 1.347, -1.410)  0.664
H (1.295, -2.949, 1.970)  0.489
C (-0.207, 2.160, 0.762)  0.419
H (-3.198, -0.314, -1.086)  0.335
H (0.119, 2.357, 2.873)  0.347
H (0.168, -5.124, -1.013)  0.365
H (0.839, 4.238, -1.373)  0.363
C (0.300, 2.906, 1.940)  -1.531
C (-2.129, -0.546, -0.995)  -1.240
H (-2.047, -1.377, -0.285)  0.308
C (1.265, 3.271, -1.068)  -1.210
O (3.719, 0.708, 0.321)  -0.141
H (1.788, 2.864, -1.939)  0.358
C (2.553, 0.567, 0.237)  0.465
C (0.712, -2.441, 1.189)  -0.323
H (-1.796, -0.894, -1.977)  0.286
C (-1.180, 1.102, 0.780)  0.693
H (-0.461, 0.108, -3.154)  0.356
H (0.326, -2.690, -0.921)  0.147
H (0.888, 1.256, -3.083)  0.392
C (0.125, -4.642, -0.029)  -1.367
H (-0.321, -2.342, 1.554)  0.161
H (0.637, -5.298, 0.687)  0.356
C (-1.326, 0.613, -0.566)  0.685
C (-0.174, 1.119, -2.850)  -1.560
C (-1.793, 0.527, 1.993)  -1.248
H (-0.736, 1.836, -3.463)  0.368
H (-0.929, -4.577, 0.268)  0.349
H (1.382, 3.078, 1.865)  0.365
V (0.633, 0.390, 0.086)  0.230

Forces on atoms 1 to 6 (eV/Å):
-0.3 0.5 0.1
-0.1 0.0 0.0
0.3 0.2 0.2
-0.1 0.2 0.0
0.1 -0.3 -0.1
0.3 0.0 -0.6

Its expectation value of S² is 2.06. Its total charge is +2. As for the multiplicity: 3. For the energy relative to the best compared isomer or geometry (same formula, charge and spin), the calculation gives 0.0 kJ/mol. Its total energy is -1565.80235 a.u. As for the frontier orbital gap (spin up / spin down): 7.78 / 7.65 eV. The calculation puts the largest force on an atom at 0.19411 Eh/bohr.